a | Below is a single C2H6N2O3 molecule, with properties calculated with ωB97M-V/def2-TZVPD.

XYZ file:
```
13
Properties=species:S:1:pos:R:3
H 0.650 -0.204 -1.477
H 0.883 1.705 0.315
O -2.612 -0.252 0.539
H 2.603 -0.042 -0.619
H 1.850 -0.882 1.010
N -0.450 -0.708 0.238
O -1.403 1.201 -0.620
H -0.814 -1.642 0.150
N 0.723 -0.648 -0.573
C -1.510 0.198 0.014
H -3.406 0.190 0.315
O 1.661 1.190 0.585
C 1.826 -0.106 0.122
```

SMILES	O=C(O)NNCO
HOMO-LUMO gap	10.4	eV
HOMO energy	-9.8	eV
total charge	0
lowest unoccupied orbital energy	0.512	eV

b | Below is a 2-piece molecular cluster, C2H6N2O3 overall, with properties calculated with ωB97M-V/def2-TZVPD.

XYZ file:
```
13
Properties=species:S:1:pos:R:3
C 0.524 1.876 0.514
O -1.019 0.492 1.306
O -0.681 -0.416 -2.061
N 0.063 0.833 1.072
H 1.616 1.995 0.513
H 0.726 -1.656 -0.556
O 1.111 -0.076 1.609
N -0.234 -1.872 -0.390
H 0.812 -0.609 2.338
H -1.962 -1.934 -1.356
C -1.008 -1.405 -1.228
H -0.012 2.660 0.030
H 0.064 0.111 -1.792
```

SMILES	C=[N+]([O-])O.[H]/N=C\O
HOMO-LUMO gap	10.3	eV
HOMO energy	-9.6	eV
total charge	0
lowest unoccupied orbital energy	0.713	eV

Most stable of them? a.

a | Below is a single C4H4ClNO molecule, with properties calculated with ωB97M-V/def2-TZVPD.

XYZ file:
```
11
Properties=species:S:1:pos:R:3
H 2.299 -0.472 -0.058
H -1.156 1.777 -0.398
C -0.171 1.536 0.019
Cl -2.569 -0.867 0.014
N 1.009 -2.012 0.048
H 0.628 2.026 -0.602
O -0.326 -2.123 -0.028
C -0.906 -0.941 -0.027
H -0.114 1.801 1.042
C 1.238 -0.761 0.014
C 0.066 0.035 -0.022
```

SMILES	Cc1cnoc1Cl
HOMO-LUMO gap	10.2	eV
HOMO energy	-9.4	eV
total charge	0
lowest unoccupied orbital energy	0.741	eV

b | Below is a single C4H4ClNO molecule, with properties calculated with ωB97M-V/def2-TZVPD.

XYZ file:
```
11
Properties=species:S:1:pos:R:3
O -0.775 -0.356 1.006
C 1.025 1.290 1.383
C -0.031 0.756 0.436
C 0.379 -0.222 -0.723
N 1.769 1.592 2.204
C -0.850 -1.031 -0.230
H 1.278 -0.769 -0.525
H -0.725 -2.119 -0.198
Cl 0.373 0.084 -2.483
H -1.749 -0.725 -0.788
H -0.694 1.501 -0.080
```

SMILES	N#C[C@@H]1OC[C@H]1Cl
HOMO-LUMO gap	11.8	eV
HOMO energy	-11.0	eV
total charge	0
lowest unoccupied orbital energy	0.751	eV

Most stable of them? a.